(1)
Below is 2 unconnected molecules or ions with the total composition C32H25BF3O6S3 at a distorted geometry, with properties calculated with wB97M-V/def2-TZVPD.

Results
Charge: -1
Orbital gap: 0.227 Ha
Relative energy (zero: lowest compared OMol25 entry of this formula, charge and spin): 0.0 kJ/mol

Structure (XYZ):
```
70
Properties=species:S:1:pos:R:3:forces:R:3
C -0.87812 -6.46135 1.37443 0.01 0.41 -0.09
C -0.57200 -5.88321 0.13278 -0.19 0.07 0.36
C -0.51686 -4.49542 -0.00074 0.04 0.18 -0.08
C -0.69214 -3.67060 1.11844 -0.40 -0.31 0.17
S -0.23617 -1.90949 0.95152 1.22 0.50 -0.48
C -1.53057 -0.70280 0.44049 -0.43 -0.63 -0.25
C -1.19052 0.60448 0.36388 -1.20 -1.96 0.59
S -3.03178 -1.34519 -0.43917 -0.40 0.55 -0.29
C -4.09003 -2.47324 0.55844 0.15 0.33 0.25
C -4.04551 -3.84664 0.34431 0.51 -0.36 0.22
C -4.70645 -4.71425 1.22790 -0.31 0.44 -0.20
C -5.64083 -4.19350 2.13021 0.22 0.05 0.06
C -5.83453 -2.80887 2.20213 0.22 0.12 -0.16
C -5.00304 -1.94138 1.47732 0.03 -0.33 0.05
O -3.85168 -0.17258 -0.65748 0.36 -0.42 0.09
O -2.55991 -2.13574 -1.55787 -0.07 0.19 0.75
O 0.22446 -1.44586 2.24916 -0.53 -0.55 -0.77
O 0.65325 -1.94179 -0.19393 -0.59 -0.10 0.75
C -0.97220 -4.24761 2.36535 -0.07 0.35 -0.21
C -1.09699 -5.63650 2.48571 0.08 0.06 -0.19
H -0.94054 -7.54881 1.47086 0.04 0.39 0.00
H -0.36145 -6.50746 -0.73729 -0.16 0.16 0.27
H -0.31584 -4.04947 -0.97526 0.04 -0.05 0.34
H -1.95047 1.31356 0.04501 0.29 -0.01 -0.24
H -0.22064 0.92914 0.71103 0.00 0.12 0.00
H -3.46958 -4.24363 -0.49283 0.15 0.13 0.43
H -4.49084 -5.78277 1.19710 -0.25 0.27 -0.18
H -6.21038 -4.85694 2.79843 0.30 0.32 -0.43
H -6.63103 -2.40385 2.83243 0.43 -0.09 -0.10
H -5.06695 -0.86639 1.60705 -0.06 -0.09 -0.06
H -1.07867 -3.59690 3.23386 0.03 -0.19 -0.19
H -1.34223 -6.07220 3.45954 0.14 0.17 -0.38
C 5.43995 5.09914 -3.10778 0.04 0.23 -0.35
C 4.27695 4.83103 -2.23343 -0.86 -0.01 1.12
C 4.06986 5.21969 -0.92349 -0.08 -0.58 -0.63
C 2.95242 4.55654 -0.29463 0.61 -0.15 -1.18
C 2.33564 3.66777 -1.14382 -0.31 0.25 0.23
B 1.14863 2.55614 -0.84085 2.19 1.03 0.04
C 1.98276 1.38196 -0.04239 -1.23 1.11 -0.90
C 2.53488 0.29772 -0.69694 0.55 -0.85 0.20
C 3.20817 -0.68922 0.03523 -0.01 0.43 -0.57
C 3.37124 -0.51516 1.39831 0.25 -0.34 0.76
C 4.02618 -1.60664 2.20265 0.01 0.10 -0.26
F 3.77164 -1.50657 3.53649 0.32 -0.18 -0.70
F 3.62393 -2.85583 1.81479 0.40 0.70 0.33
F 5.39109 -1.56886 2.04761 -0.62 -0.34 0.33
C 2.97187 0.65373 2.04472 -0.53 0.40 -0.62
C 2.25935 1.59867 1.29451 0.62 -0.60 1.06
O 0.11993 3.35659 -0.09793 -0.70 -0.96 0.47
C -0.70796 3.77528 -1.07121 0.31 0.49 -1.03
C -0.46944 3.06669 -2.29009 -0.05 1.22 0.19
C -1.08612 3.44629 -3.47953 0.36 -0.70 0.75
C -1.89583 4.57614 -3.44959 -0.45 0.46 0.02
C -2.05118 5.32476 -2.27675 -0.41 0.01 -0.12
C -1.48503 4.93241 -1.05777 0.29 -1.01 -0.39
O 0.56579 2.21733 -2.15950 -0.82 -0.95 0.19
S 3.01011 3.73989 -2.73573 0.72 0.20 0.84
H 6.06492 5.87294 -2.66019 0.14 -0.08 -0.05
H 6.02052 4.17841 -3.25240 0.05 0.28 -0.01
H 5.11403 5.45500 -4.08996 0.15 -0.03 -0.03
H 4.72872 5.90186 -0.39776 0.06 0.01 -0.08
H 2.69725 4.70413 0.74786 -0.12 -0.09 -0.10
H 2.45003 0.20162 -1.77843 -0.23 -0.06 0.23
H 3.59401 -1.58523 -0.45933 -0.20 0.28 0.22
H 3.17611 0.82624 3.09758 -0.05 -0.17 -0.16
H 1.94728 2.52896 1.76049 -0.13 -0.14 0.03
H -0.87791 2.86052 -4.37237 -0.11 0.28 0.02
H -2.41362 4.87016 -4.36934 0.24 0.08 0.39
H -2.62370 6.24990 -2.28678 -0.05 -0.20 -0.15
H -1.59224 5.48726 -0.13511 0.00 0.16 -0.10
```
Forces are in eV/Å.


(2)
Below is a molecular structure, C32H25BF4N4O5Se2Ti, with properties calculated with wB97M-V/def2-TZVPD.

Results
Orbital gap: 0.236 Ha
Relative energy (zero: lowest compared OMol25 entry of this formula, charge and spin): 71.7 kJ/mol

Structure (XYZ):
```
74
Properties=species:S:1:pos:R:3:forces:R:3
Ti 0.44993 0.12787 -0.48136 -0.11 -0.37 0.15
C 3.66769 -1.87674 -2.13510 0.05 0.14 -0.09
O 4.36377 -0.79304 -2.76641 -0.08 -0.16 0.03
C 4.04211 0.49915 -2.53293 0.14 -0.14 -0.17
C 4.87524 1.43612 -3.13063 0.09 0.13 -0.03
C 4.68939 2.80419 -2.96840 0.00 -0.07 -0.01
C 3.66592 3.26088 -2.16434 0.07 0.14 -0.07
C 2.81260 2.34252 -1.55748 -0.32 0.23 0.32
C 1.85542 2.81915 -0.57198 0.28 -0.10 -0.17
N 1.01391 2.06411 0.03634 -0.41 0.29 0.43
N 0.32052 2.61875 1.12463 0.42 0.15 -0.34
C -0.49434 1.73178 1.57777 -0.15 -0.20 -0.17
O -0.65447 0.56102 0.95970 0.09 0.88 0.46
C -1.23239 1.97705 2.82849 -0.12 -0.15 -0.12
C -1.75872 0.89182 3.51905 -0.07 -0.11 0.03
C -2.42046 1.09607 4.72189 0.03 0.05 -0.02
C -2.56967 2.38387 5.22133 0.01 0.00 -0.07
C -2.05645 3.47013 4.51758 -0.01 -0.04 0.00
C -1.37920 3.26817 3.32568 -0.02 0.09 0.05
C 2.96978 0.96566 -1.77389 -0.35 -0.03 0.44
O 2.09982 0.12668 -1.19287 0.61 0.31 -0.44
H 4.20888 -2.76813 -2.43537 0.05 -0.03 -0.04
H 2.63821 -1.93779 -2.48036 -0.04 0.02 -0.03
H 3.69462 -1.78595 -1.05082 0.02 0.02 0.06
H 5.69571 1.05293 -3.72591 -0.05 0.03 0.00
H 5.36081 3.49963 -3.45503 -0.03 -0.03 0.01
H 3.51470 4.32058 -1.99286 0.04 -0.05 0.00
H 1.89573 3.86200 -0.26906 0.06 0.04 0.01
H -1.65130 -0.10071 3.09571 -0.07 0.08 0.02
H -2.82675 0.25207 5.26607 0.02 0.03 -0.02
H -3.08907 2.54428 6.15851 0.00 0.00 -0.03
H -2.18794 4.47549 4.89974 0.03 -0.05 0.00
H -0.96276 4.09939 2.77021 -0.03 -0.03 0.02
Se -3.23160 -0.27905 -1.09865 -0.09 -0.19 0.09
Se -4.12656 1.12798 0.52946 0.05 0.00 0.02
C -3.30054 2.75117 -0.08703 0.09 -0.08 -0.20
C -3.66472 3.93987 0.54430 0.03 -0.04 0.14
C -3.13201 5.11630 0.05831 -0.02 0.10 0.10
C -2.27019 5.07944 -1.03113 0.00 0.02 -0.03
C -1.96792 3.84725 -1.57830 -0.02 -0.15 0.04
N -2.47087 2.69778 -1.11661 -0.12 0.08 0.10
C -2.99623 -1.87859 -0.04152 -0.16 0.15 0.14
C -3.00128 -3.07501 -0.75790 0.07 0.01 -0.05
C -2.68209 -4.23744 -0.08619 -0.01 -0.05 -0.11
C -2.41182 -4.18036 1.27375 0.00 0.01 0.08
C -2.51847 -2.95434 1.90494 -0.08 0.18 -0.08
N -2.79973 -1.81118 1.26514 0.09 -0.17 -0.02
H -4.33801 3.93069 1.39418 0.03 0.02 -0.06
H -3.38763 6.06057 0.52591 0.00 -0.04 -0.03
H -1.85917 5.98642 -1.45338 0.03 -0.03 0.02
H -1.30581 3.75803 -2.43357 0.01 -0.01 0.02
H -3.23870 -3.07535 -1.81383 0.03 -0.02 0.00
H -2.65763 -5.18404 -0.61355 0.02 0.04 0.01
H -2.14685 -5.06767 1.83323 -0.04 0.02 0.01
H -2.38757 -2.87403 2.97996 0.06 0.02 -0.04
F -0.35812 0.80142 -2.06868 0.00 -0.17 -0.33
B -0.07279 0.28031 -3.58520 0.08 -0.29 -0.58
F 0.53094 -0.94074 -3.38465 -0.01 0.20 0.08
F 0.76401 1.23322 -4.09574 -0.27 -0.11 0.24
F -1.29980 0.17958 -4.16319 0.20 0.26 0.28
O -0.06485 -1.76290 -0.68889 0.38 -0.50 0.31
C 0.81803 -2.12754 0.19040 -0.40 -0.05 -0.03
O 1.32307 -1.22337 0.90779 -0.08 -0.26 -0.34
C 1.24551 -3.53394 0.27098 -0.03 0.03 -0.13
C 0.87761 -4.42039 -0.73713 -0.02 -0.06 -0.01
C 1.35441 -5.72278 -0.70597 -0.02 0.06 0.04
C 2.18595 -6.12984 0.33187 -0.03 0.03 -0.01
C 2.54459 -5.24045 1.33855 -0.03 -0.02 -0.01
C 2.07645 -3.93713 1.30751 0.08 -0.05 0.10
H 0.23364 -4.07205 -1.53634 0.05 -0.02 0.04
H 1.08406 -6.41685 -1.49153 0.01 0.01 0.02
H 2.55883 -7.14652 0.35599 0.00 0.03 -0.01
H 3.19509 -5.56135 2.14099 -0.01 -0.02 0.01
H 2.34750 -3.22608 2.07783 0.02 0.00 -0.05
```
Forces are in eV/Å.


(3)
Below is 6 unconnected molecules or ions with the total composition C32H25BFO12 at a distorted geometry, with properties calculated with wB97M-V/def2-TZVPD.

Results
Charge: -1
Orbital gap: 0.051 Ha

Structure (XYZ):
```
71
Properties=species:S:1:pos:R:3:forces:R:3
C 0.06400 1.29443 -3.89585 -0.09 0.86 0.11
O 1.15938 2.21432 -3.75858 0.23 -0.85 1.11
B 2.12345 1.74156 -2.78565 1.05 -0.08 -0.32
O 1.79359 1.72891 -1.40189 0.02 0.48 -1.81
C 3.57867 1.28286 -3.32996 -0.99 0.22 0.48
F 4.21947 2.55820 -3.69192 -0.09 -0.17 -0.16
H -0.74853 1.84641 -4.42029 0.55 -0.58 0.20
H 0.34302 0.38099 -4.47081 -0.09 0.54 0.35
H -0.31492 1.04645 -2.89336 0.21 -0.26 -0.64
H 1.02140 2.30129 -1.31350 -0.20 -0.19 0.21
H 3.44054 0.70626 -4.28122 0.37 0.37 0.44
C 6.64391 -0.01950 -2.51062 0.00 0.33 -0.07
C 7.66038 0.23845 -1.68188 0.10 -0.19 0.17
C 8.08999 -0.74307 -0.66765 -0.11 0.41 -0.26
O 9.01673 -0.50894 0.09481 0.04 -0.11 0.17
C 7.35527 -2.02725 -0.60125 0.04 -0.20 -0.02
C 6.34077 -2.28595 -1.42753 0.18 0.00 0.20
C 5.90968 -1.30189 -2.44606 -0.28 0.38 -0.12
O 4.99163 -1.52810 -3.19808 -0.02 -0.80 -0.29
H 6.30995 0.68745 -3.25975 -0.15 -0.08 0.02
H 8.20952 1.17110 -1.71425 0.02 -0.01 0.02
H 7.68550 -2.73896 0.15431 -0.04 0.35 -0.40
H 5.79022 -3.21850 -1.39307 -0.02 0.00 -0.03
C -4.78579 0.86833 -2.84694 -0.14 0.04 -0.06
C -5.93043 1.54136 -2.99287 0.07 -0.06 0.02
C -5.93699 2.97858 -3.32941 -0.05 0.06 -0.02
O -6.98416 3.59513 -3.46133 -0.05 0.00 0.02
C -4.62963 3.64197 -3.49958 0.06 -0.04 0.00
C -3.48429 2.96966 -3.35356 -0.07 0.11 0.01
C -3.47689 1.53167 -3.01696 0.18 -0.15 0.03
O -2.43128 0.91805 -2.88592 -0.81 -0.02 0.23
H -4.76261 -0.18550 -2.59969 0.04 0.00 0.00
H -6.89780 1.06983 -2.87206 -0.01 0.04 0.00
H -4.65314 4.69577 -3.74692 -0.03 0.00 0.00
H -2.51709 3.44199 -3.47429 0.02 -0.04 0.01
C 6.62364 -2.14739 2.88328 -0.05 0.23 0.07
C 5.86819 -1.76016 3.91008 0.11 0.04 -0.13
C 5.22366 -2.74850 4.80230 -0.07 0.13 0.07
O 4.53187 -2.39877 5.73973 0.03 -0.09 -0.01
C 5.44953 -4.18163 4.51390 0.15 -0.12 -0.04
C 6.20412 -4.57015 3.48786 -0.13 -0.07 0.15
C 6.84923 -3.58234 2.59515 0.09 -0.01 -0.16
O 7.53992 -3.93381 1.65948 -0.06 -0.39 0.52
H 7.10362 -1.43937 2.21868 0.03 -0.02 -0.01
H 5.69205 -0.71640 4.13686 -0.03 -0.01 0.01
H 4.96978 -4.88793 5.17714 0.00 -0.02 -0.06
H 6.37906 -5.61434 3.26134 0.01 0.01 -0.03
C -11.64239 7.19943 -2.00648 -0.08 -0.05 0.25
C -11.48930 6.36949 -0.97613 -0.13 0.22 -0.07
C -10.58469 5.20046 -1.06084 0.08 -0.16 0.11
O -10.44750 4.44333 -0.12160 -0.05 0.08 -0.04
C -9.85653 4.99005 -2.33177 0.07 -0.04 -0.18
C -10.01003 5.82065 -3.36210 0.07 -0.16 0.09
C -10.91365 6.98869 -3.27798 0.05 0.09 -0.23
O -11.05393 7.74843 -4.21538 -0.03 -0.03 0.09
H -12.29951 8.05889 -1.96396 0.01 0.01 -0.04
H -12.01322 6.50829 -0.03874 0.02 -0.04 0.01
H -9.19797 4.13127 -2.37667 0.04 0.03 -0.01
H -9.48549 5.68112 -4.29871 0.01 0.01 0.01
C 1.20245 -4.72947 7.34855 0.25 -0.01 -0.02
C 2.29649 -5.13384 6.70540 -0.06 0.09 0.18
C 2.20739 -6.02422 5.52639 0.16 -0.03 -0.10
O 3.20428 -6.39633 4.93866 -0.13 -0.04 0.10
C 0.85856 -6.44593 5.08796 -0.24 -0.02 -0.01
C -0.23524 -6.04146 5.73142 0.11 -0.14 -0.19
C -0.14653 -5.15160 6.91078 -0.19 0.12 0.13
O -1.14321 -4.78167 7.49626 0.06 -0.05 -0.04
H 1.24745 -4.07896 8.21247 -0.04 0.01 -0.01
H 3.29042 -4.83304 7.01130 -0.01 0.04 -0.04
H 0.81375 -7.09578 4.22327 0.05 0.01 -0.01
H -1.22977 -6.34037 5.42567 -0.01 0.03 0.03
```
Forces are in eV/Å.


(4)
Below is a molecular structure, C32H25Br4N2NaO4 at a distorted geometry, with properties calculated with wB97M-V/def2-TZVPD.

Results
Charge: -2
Orbital gap: 0.162 Ha
Relative energy (zero: lowest compared OMol25 entry of this formula, charge and spin): 93.2 kJ/mol

Structure (XYZ):
```
68
Properties=species:S:1:pos:R:3:forces:R:3
Na 0.34924 0.42701 0.25695 0.66 0.00 0.32
C 1.97079 3.27585 3.00534 -0.02 0.01 0.11
C 2.20769 3.15415 1.52701 -0.04 0.01 -0.01
C 1.19042 3.43340 0.62143 -0.07 -0.09 -0.01
C 1.37165 3.27555 -0.74890 0.06 -0.05 -0.02
C 0.25610 3.54087 -1.71681 -0.02 0.00 -0.05
C 2.60808 2.82717 -1.20426 -0.04 0.00 -0.03
C 3.64672 2.55190 -0.32571 -0.02 0.01 0.05
C 4.96821 2.04980 -0.84143 0.10 -0.03 -0.03
C 3.43524 2.72193 1.03907 0.04 -0.01 -0.04
H 0.91199 3.42205 3.21504 0.00 0.01 -0.02
H 2.52610 4.11819 3.42981 0.02 -0.01 -0.01
H 2.26878 2.36115 3.51719 0.01 -0.01 -0.01
H 0.20441 3.69361 0.99118 0.00 0.05 0.00
H 0.31708 4.56541 -2.09640 -0.02 0.02 -0.01
H -0.71204 3.38477 -1.24287 0.00 0.02 0.03
H 0.31858 2.85191 -2.55907 0.02 0.01 -0.01
H 2.72822 2.62497 -2.26327 0.02 0.01 -0.01
H 5.63961 2.87699 -1.09024 -0.01 0.01 0.00
H 4.83665 1.45239 -1.74471 -0.03 0.01 -0.01
H 5.47562 1.42908 -0.10050 -0.01 0.01 0.03
H 4.22660 2.46429 1.73761 0.01 0.01 0.02
C 3.20821 -1.00012 -0.41695 -0.01 -0.02 -0.03
O 2.10301 -1.75204 0.04465 -0.19 -0.17 -0.13
C 1.52751 -2.63235 -0.82176 0.08 0.06 0.05
C 2.20090 -3.10207 -1.94676 -0.10 0.03 0.08
C 1.62358 -4.03699 -2.79475 0.14 0.00 -0.07
C 0.35941 -4.53231 -2.53525 -0.04 0.05 0.09
C -0.31721 -4.06060 -1.42120 0.03 -0.04 -0.07
C 0.22673 -3.11602 -0.56179 -0.54 0.13 0.50
N -0.69542 -2.72519 0.48564 0.84 -0.21 -0.53
N -0.31636 -1.71842 1.12603 -0.75 0.59 0.53
C -1.14584 -1.13501 2.09056 0.51 -0.37 -0.32
C -0.52569 0.00352 2.70901 -0.23 0.13 0.56
O 0.62799 0.44722 2.46904 0.05 -0.12 -0.04
C -1.32199 0.70795 3.71501 0.04 -0.05 -0.07
C -2.57515 0.34438 4.02638 -0.03 -0.01 0.01
C -3.20710 -0.77958 3.39984 0.04 0.08 0.08
C -4.51619 -1.12200 3.76152 -0.03 -0.05 -0.03
C -5.16066 -2.19416 3.18994 0.07 0.08 0.02
C -4.46817 -2.93504 2.22790 -0.08 -0.12 -0.07
C -3.18168 -2.62215 1.85579 0.05 0.09 0.01
C -2.48942 -1.52362 2.42880 -0.15 -0.18 0.01
H 4.08421 -1.62984 -0.61700 -0.03 0.00 0.01
H 3.44836 -0.32022 0.39894 -0.02 0.07 -0.05
H 2.92281 -0.43959 -1.31248 0.05 0.02 0.00
H 3.17497 -2.70065 -2.18146 0.02 -0.03 -0.05
H 2.17196 -4.35095 -3.67530 -0.03 -0.01 -0.01
H -0.11267 -5.24268 -3.20097 0.02 -0.01 -0.02
H -1.32573 -4.38318 -1.19426 0.00 -0.03 -0.03
H -0.84563 1.56212 4.18197 0.03 0.00 -0.02
H -3.15059 0.90050 4.76137 0.02 0.02 0.01
H -5.01513 -0.50802 4.50497 -0.02 0.00 0.00
H -6.17715 -2.44534 3.46667 -0.01 -0.02 -0.01
H -4.95259 -3.77678 1.74389 -0.02 0.01 0.02
H -2.68822 -3.20869 1.10213 0.00 0.00 0.01
Br -2.56454 -0.89282 -5.84120 -0.05 0.00 -0.02
C -2.25385 -0.18490 -4.10379 0.27 -0.12 -0.17
C -3.28150 0.28938 -3.33627 -0.26 0.10 0.16
Br -5.06965 0.25855 -3.98362 -0.03 0.00 -0.03
C -3.01156 0.78994 -2.04654 0.08 -0.12 -0.11
Br -4.39474 1.50417 -0.95982 -0.09 0.04 0.05
C -1.73513 0.80674 -1.46134 0.14 -0.04 -0.50
O -1.52689 1.28384 -0.29931 0.13 0.04 -0.04
C -0.60157 0.28436 -2.30169 -0.58 0.14 0.00
O 0.60307 0.29439 -1.86774 -0.02 0.08 0.03
C -0.94297 -0.16636 -3.58059 0.08 -0.02 -0.05
Br 0.54250 -0.74179 -4.63469 0.00 -0.01 -0.04
```
Forces are in eV/Å.